{
  "formula": "C56H88O16",
  "method": "the ωB97M-V functional and the def2-TZVPD basis",
  "smiles": "Oc1ccc(O)cc1.Oc1ccc(O)cc1.Oc1ccc(O)cc1.Oc1ccc(O)cc1.C1CCOC1.C1CCOC1.C1CCOC1.C1CCOC1.C1CCOC1.C1CCOC1.C1CCOC1.C1CCOC1",
  "e_above_lowest_ev": 0.000,
  "spin_multiplicity": 1,
  "fmax_ev_per_a": 3.7,
  "homo_lumo_gap_ev": 7.677,
  "e_tot_ev": -92252.2655,
  "total_charge": 0,
  "elements": ["O", "O", "O", "O", "O", "O", "O", "O", "O", "O", "O", "O", "O", "O", "O", "O", "C", "C", "C", "C", "C", "C", "C", "C", "C", "C", "C", "C", "C", "C", "C", "C", "C", "C", "C", "C", "C", "C", "C", "C", "C", "C", "C", "C", "C", "C", "C", "C", "C", "C", "C", "C", "C", "C", "C", "C", "C", "C", "C", "C", "C", "C", "C", "C", "C", "C", "C", "C", "C", "C", "C", "C", "H", "H", "H", "H", "H", "H", "H", "H", "H", "H", "H", "H", "H", "H", "H", "H", "H", "H", "H", "H", "H", "H", "H", "H", "H", "H", "H", "H", "H", "H", "H", "H", "H", "H", "H", "H", "H", "H", "H", "H", "H", "H", "H", "H", "H", "H", "H", "H", "H", "H", "H", "H", "H", "H", "H", "H", "H", "H", "H", "H", "H", "H", "H", "H", "H", "H", "H", "H", "H", "H", "H", "H", "H", "H", "H", "H", "H", "H", "H", "H", "H", "H", "H", "H", "H", "H", "H", "H"],
  "coordinates": [[1.235216, -2.855775, -3.551785], [-3.599524, -1.948785, 5.463715], [0.816466, 0.270865, -0.856885], [5.071966, -4.271995, -0.029765], [-5.072024, 1.658985, 3.294385], [5.593536, -2.401725, 1.756825], [1.915656, -0.279975, -4.943725], [1.155696, -5.643645, 2.271495], [-6.795064, -1.036935, 0.807855], [-0.475314, 3.915215, 1.525235], [1.999456, 3.359735, 2.787215], [5.124446, 7.522185, 4.479155], [-3.519954, 2.098335, -5.171235], [4.305126, 3.987915, -1.748675], [2.071606, 1.107985, 4.196825], [-2.796154, -5.026115, -2.091865], [-2.703884, 3.343325, -5.102715], [-3.946024, 2.226625, 2.892245], [4.161526, 0.730675, 3.125155], [5.096346, 2.935665, 0.158075], [-2.449254, 2.009405, -3.020105], [3.421466, -1.878335, 2.456735], [1.135836, 1.070895, -6.623435], [-1.661104, 3.446335, 2.013665], [-2.778814, 3.588715, 1.283995], [4.333196, 6.496205, 4.042445], [1.639996, 0.990245, -4.312565], [-3.977714, -2.241315, 4.119045], [-0.750134, -0.792455, 0.587715], [3.990576, -2.638535, -1.303415], [-2.281004, -4.628795, -3.389205], [2.877626, 5.536265, 2.471385], [-5.455714, 0.328525, -0.471045], [-0.102394, -5.106445, 2.543185], [-1.611634, 2.679595, 3.176135], [-3.194394, -3.837305, -1.391185], [4.096816, -3.950185, -0.928955], [3.689526, 6.625095, 2.851855], [0.547456, -1.028605, -0.290395], [5.444426, 3.873745, -0.894615], [4.003896, 2.153365, -0.406585], [1.410126, 2.015925, -5.471345], [-1.623764, -1.959585, 4.150805], [5.131916, -0.113275, 2.558895], [2.798036, 4.415535, 3.282165], [-2.768194, 2.026405, 3.638875], [2.307686, -3.228645, -2.760315], [4.231816, 5.389575, 4.905195], [3.039856, -2.216775, -2.168195], [-2.819184, -1.674525, 3.298935], [2.132486, -0.067575, -6.399565], [-2.188454, 3.368485, -3.649955], [-7.320844, -1.144055, -0.493995], [-0.337584, -4.154255, 1.396155], [-1.382134, 0.391055, -0.189645], [2.942286, 0.270265, 3.460335], [-5.442784, -0.714215, 0.665635], [-2.196564, -1.748065, 5.535015], [-3.662844, 1.509795, -3.891925], [3.373666, -4.990755, -1.529425], [-6.416884, -0.329955, -1.482015], [4.732476, -1.429695, 2.229255], [3.472766, 4.304545, 4.481575], [-3.721774, -2.894295, -2.525535], [0.620886, -4.619645, 0.320925], [-0.176034, 1.232375, -0.474775], [2.407516, -4.593145, -2.437715], [2.516236, -1.009175, 3.062035], [1.424176, -5.785895, 0.884115], [-2.951984, -3.263755, -3.736245], [-3.933654, 2.991295, 1.755435], [3.248376, 3.147895, -1.261855], [2.579866, 1.209025, -3.805745], [-1.449944, -1.617655, 0.719675], [-1.552934, 1.393345, -3.092195], [1.722756, -0.884405, -6.993705], [4.359266, 1.328455, -1.024115], [-5.873994, 1.287855, -0.166375], [-2.675274, 4.105125, 0.341125], [0.115146, 0.705005, -6.511985], [-4.752664, -3.241815, -2.593295], [-2.683694, 1.546265, 4.602585], [-4.456644, 0.535895, -0.854385], [1.608856, -2.039825, -3.892695], [2.238936, 5.598765, 1.602735], [-2.997344, -0.648335, 2.977535], [-2.844664, -2.292545, 2.401445], [-4.885834, 3.073195, 1.252385], [-1.873374, 3.316235, -5.808135], [1.492776, -1.308455, 3.233385], [5.849786, 4.785975, -0.456865], [-4.028354, -3.930315, -0.695525], [-3.620534, -3.395295, -4.587035], [-0.209944, -4.759785, 3.570975], [0.365316, 3.701515, 1.936645], [-2.675274, -5.384725, -4.068335], [-3.698494, -1.828955, -2.296155], [-1.194754, -4.632875, -3.479465], [-1.651124, -2.267535, 6.322885], [-4.148754, -3.316735, 4.070705], [2.148136, 2.554115, 3.287675], [3.764156, 7.484735, 2.202355], [-3.556184, 0.427005, -3.826385], [0.183906, -4.741215, -0.670215], [5.362106, 8.078155, 3.733485], [0.840466, 0.875055, -3.580735], [0.073496, -3.198755, 1.721945], [3.165436, 0.130345, -6.685805], [4.399346, 1.740415, 3.425625], [-4.874894, -1.687705, 3.842145], [1.271856, -1.381925, 0.443425], [2.363636, 2.519935, -5.629075], [2.970426, -1.169835, -2.424135], [6.191286, 3.448305, -1.564905], [1.272936, 1.505685, -7.613525], [1.012356, -6.767095, 0.648025], [1.872006, 0.788365, 5.079785], [0.102206, 1.778945, 0.426305], [-1.155464, 3.709215, -3.720255], [-4.837594, -1.591745, 0.438065], [6.448086, -2.307435, 2.183975], [5.846176, 2.192575, 0.429495], [2.640676, 2.830525, -2.109255], [-6.902664, 0.437105, -2.085115], [-2.779724, 4.099115, -3.097975], [-2.393854, -3.269955, -0.916485], [1.799866, -5.344845, -2.919475], [-4.588704, 1.802885, -3.396965], [-1.391374, -3.942025, 1.215605], [2.535026, 3.710555, -0.659655], [-5.076904, 1.307605, 4.187745], [-0.301424, 2.086595, -1.140125], [-8.365124, -0.834145, -0.533205], [3.602386, -6.020365, -1.297085], [-5.066314, -0.206615, 1.553735], [4.745136, 5.325775, 5.853265], [-0.809524, -5.911105, 2.341695], [-7.234064, -2.210335, -0.702855], [-1.841724, 0.063875, -1.122285], [3.380716, 1.783025, 0.407415], [-3.282714, 4.261205, -5.205475], [-2.074314, -0.686515, 5.750115], [-0.644274, 2.501785, 3.622215], [-1.231534, -2.961265, 3.975035], [0.608626, 2.723205, -5.258145], [-1.991844, 1.036625, 0.442485], [4.924546, 3.567075, 1.029795], [0.451886, -1.736745, -1.113515], [4.595586, -1.873995, -0.838835], [2.471436, -5.686685, 0.598605], [-5.881504, -0.973955, -2.179675], [-2.210274, -2.542015, -4.078375], [3.107146, -2.860265, 2.135155], [5.163876, -3.666555, 0.709555], [6.130076, 0.221275, 2.317755], [-0.861194, -1.207335, 3.949085], [-0.564664, -0.380845, 1.579825], [3.408656, 3.363425, 5.007485], [-2.786774, 2.110355, -1.988605], [1.386456, -3.855895, 0.184195]],
  "atomic_forces_ev_per_a": [[0.80, -0.23, -0.13], [-0.25, -0.43, 0.76], [0.86, 0.13, -0.28], [0.21, -1.58, -0.07], [-2.54, -0.70, -0.12], [0.18, 0.74, 0.23], [0.30, -0.54, -1.37], [2.58, -0.08, 1.91], [-0.33, 0.48, 0.72], [-0.68, 1.29, -1.57], [0.49, 1.48, -0.19], [0.47, 0.19, 0.44], [0.55, 0.77, -0.47], [-0.58, 0.94, 0.03], [0.29, -0.12, -0.79], [0.21, 1.04, 0.58], [-0.60, -1.44, 1.67], [2.20, -0.19, 1.56], [1.92, 0.37, 0.13], [1.34, -0.46, 1.95], [-0.71, 0.52, -0.93], [-0.14, 1.24, 0.05], [0.58, 0.49, -0.46], [3.34, -1.02, 1.34], [-0.94, 0.19, -0.67], [1.06, 0.51, 1.60], [1.03, 0.06, -0.69], [0.37, 1.06, 0.46], [-0.56, 0.84, -1.57], [0.33, 0.93, 1.07], [-1.35, -0.14, -0.20], [0.14, 0.63, 0.41], [0.40, -0.69, -0.53], [-0.80, -1.41, -1.77], [-1.16, -0.76, 0.08], [0.02, 1.60, -1.52], [1.11, -1.05, 0.47], [-1.49, -1.94, -0.86], [-1.60, 0.83, 1.45], [1.41, 0.07, -2.25], [-2.79, -1.08, -0.02], [0.31, -0.77, 0.78], [0.42, 0.48, -0.11], [-1.19, -1.22, -0.66], [-0.93, -0.95, -1.30], [1.21, 1.67, -0.94], [-2.24, -0.75, 0.16], [-0.39, -0.38, -0.86], [0.03, -0.78, -0.93], [-1.29, -1.80, -1.43], [-2.27, 0.34, 1.17], [-0.01, 0.74, -0.25], [0.11, -0.55, -1.13], [0.42, 1.79, 1.25], [0.07, 0.22, 0.63], [-1.95, -1.36, 0.56], [0.27, 1.90, -0.16], [0.28, 1.20, -0.02], [1.79, 0.53, 1.33], [0.28, 1.39, -0.01], [0.30, 0.24, 0.71], [-0.23, 0.32, 0.84], [0.17, 0.45, -0.18], [-0.77, -0.65, 1.41], [0.38, 0.47, -1.47], [0.45, -0.41, 0.66], [0.83, 0.46, -0.18], [0.52, 0.21, -0.04], [-2.13, 0.02, 0.45], [0.92, -0.81, -1.25], [-0.85, -0.02, -0.55], [0.18, 0.70, 0.14], [-0.22, 0.45, 0.46], [0.29, -0.14, -0.29], [-0.27, -0.37, 0.01], [0.48, -0.61, 0.52], [0.11, -0.10, 0.11], [-0.02, -0.15, 0.46], [-0.42, 0.14, -0.07], [0.04, -0.28, -0.27], [-0.25, 0.50, -0.52], [-0.49, -0.47, -0.05], [0.08, -0.10, -0.17], [-0.86, 0.88, -0.97], [0.15, -0.13, -0.24], [0.20, 0.10, 0.40], [0.44, 0.23, -0.44], [0.00, 0.15, -0.26], [-0.34, -0.30, -0.27], [-0.08, -0.09, 0.11], [-0.44, 0.50, -0.49], [0.33, -0.93, 0.17], [0.01, -0.06, -0.05], [0.36, 0.07, -0.18], [0.00, -0.53, 0.94], [0.24, -0.14, -0.04], [-0.01, -0.06, 0.24], [0.07, 0.21, 0.50], [-0.55, -0.54, 0.10], [0.11, -0.07, -0.55], [-0.16, -0.23, 0.52], [0.09, 0.16, 0.17], [-0.50, -0.20, -1.03], [-0.12, -0.37, 0.10], [-0.04, 0.12, -0.01], [-0.08, -0.06, -0.16], [-0.20, 0.41, 0.09], [0.05, 0.17, 0.35], [0.30, 0.13, -0.09], [-0.32, -0.25, 0.35], [0.81, 0.26, -0.50], [-0.18, 0.35, -0.05], [-0.40, 0.02, -0.13], [0.54, 0.16, 0.07], [-0.17, 0.20, 0.00], [0.19, -0.18, -0.70], [0.16, -0.32, -0.03], [0.36, -0.36, 0.52], [0.12, -0.12, 0.65], [0.20, -0.17, -0.21], [0.23, 0.01, -0.11], [0.63, 0.48, 0.07], [0.45, -0.56, -0.10], [-0.41, -0.18, 0.15], [0.22, 0.23, 0.02], [0.61, -0.59, 0.35], [-0.23, 0.24, -0.21], [-0.23, 0.09, -0.14], [0.04, -0.50, -0.54], [0.06, 0.35, 0.39], [0.45, 0.08, 0.03], [0.11, -0.57, -0.95], [0.05, -0.03, 0.28], [-0.12, 0.00, 0.09], [-0.14, -0.43, 0.35], [0.20, 0.36, -0.09], [-0.55, -0.39, 0.65], [-0.40, -0.15, -0.65], [-0.32, 0.03, 0.13], [-0.21, -0.46, -0.25], [-0.39, -0.33, -0.71], [0.17, 0.27, 0.29], [0.03, 0.14, 0.31], [-0.03, 0.08, 0.07], [0.12, 0.03, -0.06], [-0.83, -0.44, -0.12], [-0.84, -0.59, 0.45], [-0.22, -0.12, 0.16], [0.37, -0.18, 0.23], [-0.08, -0.27, 0.71], [-0.05, -0.14, 0.14], [0.09, 0.14, 0.38], [0.10, -0.17, 0.07], [-0.11, 0.48, -0.13], [0.04, 0.11, 0.10], [0.36, -0.24, 0.05], [0.63, -0.28, 0.15], [0.01, 0.11, 0.39], [0.36, -0.12, 0.09], [-0.18, 0.36, -0.20]],
  "mulliken_charge": [-0.462, -0.487, 0.167, -0.691, -0.612, -0.539, -0.433, -0.481, -0.481, -0.532, -0.166, -0.571, -0.503, -0.550, -0.500, -0.546, -0.502, 0.400, 0.285, -0.098, 1.755, -0.304, -0.727, -0.105, -0.182, 0.852, 0.246, -0.583, 0.908, -0.188, -0.170, -0.514, 0.602, -0.595, -0.789, -0.199, -0.126, -0.696, 0.700, -0.756, 0.778, -0.366, 1.357, -0.708, 0.315, -0.301, 0.197, -0.892, -0.161, 1.404, -0.590, -0.720, -0.687, 1.286, 1.240, -0.406, 0.901, -0.489, -0.205, -0.406, -0.457, 0.268, -0.223, 0.684, 0.877, -0.044, -0.527, -0.189, -0.659, -0.826, -0.363, 0.359, 0.144, -0.185, -0.738, 0.353, 0.082, 0.312, 0.543, 0.247, 0.301, 0.370, -0.601, 0.227, 0.415, -0.646, -0.413, 0.415, 0.274, 0.413, 0.329, 0.489, 0.352, 0.255, 0.282, 0.333, -0.615, 0.005, 0.360, 0.329, -0.297, 0.334, 0.127, 0.381, 0.286, -0.278, -0.850, 0.303, 0.217, 0.269, -0.776, 0.311, 0.341, 0.327, 0.461, 0.299, 0.309, -0.726, 0.343, -0.241, 0.292, 0.294, -0.361, 0.490, 0.389, -0.108, 0.420, 0.278, 0.071, 0.009, 0.382, 0.337, 0.289, 0.571, -0.368, 0.417, 0.377, 0.334, -0.282, -0.183, 0.283, 0.207, 0.502, -0.705, 0.133, -0.817, -0.177, 0.082, 0.597, 0.259, -0.021, 0.253, 0.586, 0.382, 0.380, -0.523, -0.760, 0.487, -0.632, -1.218]
}